DFT (ωB97M-V with the def2-TZVPD basis set) results for a 5-piece molecular cluster, C20H27N5 overall.

XYZ file:
```
52
Properties=species:S:1:pos:R:3:forces:R:3:nbo_charge:R:1
C 3.0297 -2.0908 -0.2232 -1.2 -0.3 0.2 -0.61
C 1.6484 -1.4160 -0.0653 0.5 0.1 -0.3 -0.40
C 0.9515 -1.7639 1.2658 0.1 0.1 0.5 -0.53
C 1.3992 -3.0248 1.8649 -0.3 0.1 -0.1 0.32
N 1.6518 -4.0634 2.2822 0.1 -0.1 0.1 -0.38
H 3.4492 -1.9237 -1.2118 0.2 0.4 0.1 0.22
H 2.8056 -3.1606 -0.2012 0.4 -0.1 0.2 0.21
H 3.6884 -1.8445 0.6054 0.3 0.0 -0.2 0.21
H 1.0937 -1.6928 -0.9601 -0.5 -0.1 0.3 0.23
H 1.7003 -0.3280 -0.0577 0.3 0.0 -0.2 0.20
H -0.1364 -1.8353 1.2624 0.0 0.1 -0.6 0.27
H 1.1299 -0.9441 1.9663 0.3 -0.2 0.2 0.25
N -0.0746 1.7134 -0.5390 -0.2 -0.9 -0.4 -0.51
C -0.9754 0.6903 -0.3525 0.3 0.1 1.3 -0.08
C -1.8815 1.1467 0.5661 -1.1 0.2 -0.3 -0.31
C -1.6373 2.5181 0.7967 0.7 0.5 0.2 -0.32
C -0.4613 2.8288 0.1526 -0.2 -0.2 -0.7 -0.07
H 0.6857 1.6323 -1.1886 0.1 0.3 0.1 0.41
H -0.8592 -0.3295 -0.6787 0.3 0.2 -0.5 0.23
H -2.7635 0.6471 0.9401 0.2 -0.3 -0.1 0.21
H -2.2500 3.2159 1.3444 0.1 -0.1 0.2 0.22
H 0.1061 3.7322 0.0072 -0.2 0.1 0.2 0.21
N -0.2018 -4.7675 -0.3761 1.5 -0.2 -0.2 -0.51
C -1.1481 -3.8168 -0.2325 -1.1 0.4 -0.1 -0.07
C -1.2554 -3.1015 -1.4114 0.4 -1.1 0.4 -0.33
C -0.2434 -3.6357 -2.2775 -0.2 0.5 0.2 -0.31
C 0.4201 -4.6227 -1.5858 -0.5 0.4 -0.7 -0.08
H 0.2568 -5.3218 0.3289 -0.4 0.2 0.4 0.43
H -1.7413 -3.7478 0.6658 0.0 -0.1 0.0 0.21
H -2.0690 -2.4366 -1.6462 0.2 0.3 -0.1 0.23
H -0.0361 -3.2385 -3.2582 0.1 -0.3 -0.1 0.22
H 1.2762 -5.2134 -1.8611 0.0 -0.1 0.0 0.22
N -3.7201 0.1728 -2.8184 0.3 0.9 -0.1 -0.52
C -3.0701 1.3742 -2.6880 -0.6 0.2 -0.8 -0.06
C -2.6456 1.7502 -3.9424 -0.5 0.2 0.7 -0.32
C -3.1116 0.7691 -4.8668 0.8 0.7 -0.1 -0.29
C -3.7562 -0.1912 -4.1544 -0.6 -0.6 1.2 -0.08
H -4.2868 -0.1447 -2.0545 -0.1 -0.6 -0.3 0.41
H -3.2527 1.9663 -1.8069 0.7 -0.1 0.2 0.22
H -2.2063 2.7137 -4.1449 0.2 -0.1 -0.2 0.22
H -2.9268 0.8839 -5.9213 -0.2 -0.5 -0.1 0.22
H -4.2710 -1.1181 -4.3480 0.2 0.1 -0.6 0.21
N 3.2116 3.1963 4.8396 -0.4 0.2 0.4 -0.50
C 3.4806 4.4653 4.4085 0.1 0.5 -0.5 -0.08
C 2.5122 4.8231 3.4996 0.3 -0.3 0.1 -0.31
C 1.6450 3.7231 3.3849 -0.7 0.1 0.3 -0.30
C 2.0292 2.7587 4.2953 0.0 0.4 -1.3 -0.09
H 3.7749 2.7089 5.5087 -0.1 -0.1 0.1 0.41
H 4.3400 5.0256 4.7375 0.0 -0.2 0.1 0.21
H 2.3491 5.7343 2.9503 0.5 0.2 0.1 0.22
H 0.8072 3.7609 2.7045 -0.2 -0.5 0.3 0.22
H 1.5391 1.8228 4.4950 0.4 -0.2 0.2 0.21
```
Forces are in eV/Å.

Results
total charge = 0
gap between HOMO and LUMO = 8.735 eV
energy above the lowest of the compared OMol25 structures with the same formula, charge and spin = 73.2 kcal per mole
LUMO level = 0.7 eV

DFT (ωB97M-V with the def2-TZVPD basis set) results for C20H27N5O3Ti as an isolated structure.

XYZ file:
```
56
Properties=species:S:1:pos:R:3:forces:R:3:nbo_charge:R:1
N 0.9076 2.1444 -0.1567 -0.4 2.5 -0.2 -0.46
C 0.8832 3.3145 -0.2001 0.1 -1.8 -0.5 0.37
C 0.7710 4.7616 -0.4927 0.1 -0.1 -0.2 -0.74
H -0.2979 4.8959 -0.7475 0.5 0.4 0.3 0.27
H 1.3588 4.9659 -1.4383 -0.4 0.0 1.3 0.29
H 1.0799 5.3986 0.3867 -0.3 -0.6 -1.2 0.30
N 2.8979 -2.2521 -0.4615 0.8 -0.3 0.2 -0.46
C 3.9224 -2.7648 -0.6272 0.9 -0.4 -1.9 0.37
C 5.1980 -3.3930 -1.2556 -0.6 0.6 -0.1 -0.73
H 5.5271 -2.7263 -2.1731 -0.4 -1.1 2.3 0.27
H 4.9167 -4.3718 -1.7358 0.2 0.8 0.9 0.28
H 5.9565 -3.5455 -0.4159 -0.8 0.3 -1.6 0.29
N -1.5642 -1.7089 -0.1893 -2.4 -0.6 0.0 -0.46
C -2.6362 -2.1781 -0.1672 1.5 0.7 -0.8 0.36
C -4.0076 -2.6724 -0.4335 0.1 -0.1 -0.3 -0.74
H -4.3388 -3.4419 0.3130 0.4 0.6 -0.9 0.30
H -4.0027 -3.0365 -1.5149 -0.2 0.2 1.6 0.28
H -4.6737 -1.7904 -0.3736 0.2 -0.6 0.0 0.27
Ti 0.2355 -0.1285 -4.1224 1.4 -1.2 14.1 1.56
C 0.6516 -2.4632 1.3454 -3.2 -6.9 -0.7 0.52
O 0.0682 -3.4929 1.2183 3.5 5.8 0.7 -0.49
C 2.4917 0.3881 1.0966 2.7 2.9 0.3 0.58
O 3.2321 1.2711 1.1719 -2.1 -2.9 -0.2 -0.48
C 0.8302 1.1544 -5.5068 0.3 2.4 -3.8 -0.14
C -0.5347 1.2143 -5.2809 0.7 3.3 -1.6 -0.30
C -1.2925 0.0367 -5.2850 -2.7 -2.0 -1.3 -0.32
C -0.6825 -1.1897 -5.5280 -1.6 -1.4 -3.8 -0.14
C 0.6960 -1.2454 -5.6154 -1.3 -3.3 -2.0 -0.30
C 1.4527 -0.0757 -5.5945 2.5 2.1 -1.7 -0.31
H 1.4333 2.0356 -5.4803 0.3 0.6 -0.2 0.32
H -1.0341 2.1452 -5.1566 -0.3 0.7 0.2 0.32
H -2.3462 0.1046 -5.1858 -0.9 0.0 0.3 0.32
H -1.2470 -2.1085 -5.5107 -0.2 -0.2 -0.2 0.32
H 1.1584 -2.1870 -5.7385 0.6 -0.9 0.0 0.33
H 2.4966 -0.1126 -5.7304 1.2 -0.1 0.0 0.33
C -2.3914 1.4312 1.6142 -0.4 0.4 -0.2 -0.44
N -1.8290 0.9537 2.8309 0.3 0.0 0.6 -0.13
C -2.3616 1.4580 4.0522 0.5 -0.4 2.4 -0.28
C -1.7418 0.6568 5.1930 -0.2 -0.4 0.7 -0.44
C -0.2098 0.5198 5.1071 -2.1 0.1 1.2 -0.29
N 0.0315 -0.1582 3.8814 2.6 1.8 0.3 -0.01
C 1.4102 -0.5914 3.7148 -0.6 -1.3 1.3 -0.47
C -0.6175 0.2731 2.7439 0.2 -1.0 -3.2 0.68
O -0.0293 0.0398 1.6787 -1.7 1.4 1.7 -0.34
H -1.7238 2.1111 1.0926 0.4 -0.1 -0.3 0.28
H -3.3180 1.9541 1.8120 -0.1 0.0 0.2 0.26
H -2.5963 0.5425 1.0330 0.2 -0.4 -0.8 0.29
H -2.2281 2.5287 4.2111 0.4 0.6 -0.6 0.29
H -3.4632 1.3965 4.1650 0.2 -0.4 -0.8 0.32
H -2.1565 -0.3634 5.0415 0.3 0.4 0.6 0.24
H -2.0175 1.0093 6.2104 0.0 -0.1 -0.8 0.31
H 0.1088 -0.1398 5.9319 0.2 0.2 -0.2 0.32
H 0.3823 1.4677 5.2290 -0.2 -0.6 -0.4 0.31
H 2.0527 0.2758 3.4223 -0.3 -0.1 0.0 0.32
H 1.6965 -0.9773 4.7243 0.2 0.3 -1.0 0.28
H 1.4946 -1.3336 2.8968 -0.1 0.3 0.1 0.33
```
Forces are in eV/Å.

Results
total charge = +4
gap between HOMO and LUMO (alpha / beta) = 3.539 / 3.474 eV
LUMO level (alpha / beta) = -16.7 / -16.8 eV

DFT (ωB97M-V with the def2-TZVPD basis set) results for C20H27N7S4SbSc as an isolated structure.

XYZ file:
```
60
Properties=species:S:1:pos:R:3:forces:R:3:nbo_charge:R:1
Sc -1.0195 -0.5591 0.1137 -0.3 -0.1 -0.8 0.95
C 1.3593 1.0911 1.4846 0.1 -0.1 0.1 -0.23
C 1.3688 -0.2886 2.1279 0.1 0.2 -0.1 -0.22
N 0.0008 -0.8247 2.2165 0.2 0.0 0.5 -0.68
C -0.7690 -0.2225 3.3166 -0.1 -0.1 0.0 -0.27
C -1.6185 0.9315 2.8695 -0.1 0.1 0.0 0.25
C -2.2039 1.7884 3.7909 0.0 0.0 0.0 -0.25
C -3.0019 2.8192 3.3270 0.0 0.0 0.0 -0.12
C -3.1820 2.9714 1.9612 0.0 0.0 0.1 -0.26
C -2.5700 2.0714 1.1063 0.0 0.1 0.0 0.25
C -2.7587 2.1622 -0.3866 0.0 0.0 0.1 -0.27
N -1.7750 1.3505 -1.1122 -0.1 0.4 -0.2 -0.67
C -0.6103 2.1381 -1.5463 0.2 0.1 0.1 -0.22
C 0.3757 2.3223 -0.4018 -0.2 0.0 -0.1 -0.23
N 0.7808 1.0127 0.1334 0.2 0.1 0.1 -0.67
N -1.8111 1.0666 1.5554 0.1 0.3 0.3 -0.55
H 2.3718 1.5085 1.4839 0.0 0.0 0.0 0.20
H 0.7349 1.7605 2.0772 0.0 0.1 0.0 0.21
H 1.8454 -0.2189 3.1123 0.0 0.0 0.0 0.20
H 1.9706 -0.9653 1.5165 0.0 -0.1 0.1 0.21
H 0.0413 -1.8187 2.4174 -0.1 -0.1 -0.1 0.42
H -0.1147 0.0940 4.1365 0.0 0.0 0.0 0.21
H -1.4430 -0.9887 3.7053 0.0 -0.1 0.0 0.28
H -2.0410 1.6417 4.8503 0.0 0.0 0.0 0.23
H -3.4698 3.5029 4.0228 0.0 0.0 0.0 0.23
H -3.7933 3.7735 1.5693 0.0 0.0 0.0 0.23
H -2.7115 3.2127 -0.6922 -0.1 0.0 0.0 0.21
H -3.7614 1.7984 -0.6155 0.0 0.0 -0.1 0.25
H -2.2222 0.9624 -1.9352 0.0 0.0 -0.1 0.41
H -0.9041 3.1206 -1.9339 0.0 0.0 0.0 0.20
H -0.1239 1.5934 -2.3524 0.0 0.0 -0.1 0.22
H -0.1016 2.8813 0.4051 0.1 0.0 0.0 0.21
H 1.2311 2.9103 -0.7493 0.0 0.0 0.1 0.20
H 1.4830 0.6168 -0.4857 0.0 0.0 0.0 0.38
C 1.1967 0.5660 -5.0348 -0.1 0.0 -0.2 -0.41
N 1.8187 -0.0020 -3.8569 0.0 -0.2 0.3 -0.36
C 3.1642 0.0328 -3.5456 0.1 0.0 0.0 -0.03
C 3.3409 -0.6403 -2.4001 0.1 0.0 0.0 -0.10
N 2.0857 -1.1019 -1.9885 0.0 0.3 -0.2 -0.41
C 1.1358 -0.6990 -2.9094 0.0 0.1 -0.1 0.26
S -0.5103 -0.9562 -2.9005 -0.1 -0.1 -0.2 -0.15
C 1.8771 -2.0889 -0.9985 -0.1 -0.3 0.2 0.38
C 2.9212 -2.9456 -0.6655 0.0 0.1 -0.1 -0.27
C 2.6789 -3.9786 0.2212 -0.1 0.0 0.0 -0.13
C 1.3888 -4.1514 0.7026 0.2 -0.1 0.0 -0.24
C 0.4230 -3.2405 0.3306 -0.1 -0.1 0.0 0.04
N 0.6577 -2.1759 -0.4581 0.5 -0.2 0.2 -0.52
H 1.8909 1.2582 -5.5041 0.0 0.0 0.0 0.22
H 0.2827 1.0830 -4.7508 0.0 0.0 0.0 0.23
H 0.9297 -0.2172 -5.7439 0.0 0.0 0.0 0.23
H 3.8802 0.5479 -4.1616 0.0 0.0 0.0 0.25
H 4.2376 -0.8061 -1.8323 0.0 0.0 0.0 0.24
H 3.8938 -2.8305 -1.1200 0.0 0.0 0.0 0.23
H 3.4754 -4.6592 0.4895 0.0 0.0 0.0 0.24
H 1.1269 -4.9775 1.3487 0.0 0.0 0.0 0.25
H -0.5936 -3.3514 0.6918 0.0 0.0 0.1 0.26
S -2.3262 -3.3807 2.6062 -0.2 0.0 0.0 -0.86
Sb -3.9918 -3.2759 1.0714 0.4 0.1 0.3 1.04
S -3.8058 -0.9150 0.2174 -0.2 0.0 0.1 -0.37
S -2.7353 -2.3104 -0.8971 -0.2 -0.4 -0.4 -0.36
```
Forces are in eV/Å.

Results
spin multiplicity = 2
total charge = +1
expectation value of S² = 0.752
gap between HOMO and LUMO (alpha / beta) = 4.708 / 7.461 eV
energy above the lowest of the compared OMol25 structures with the same formula, charge and spin = 11.9 kcal per mole
LUMO level (alpha / beta) = -2.5 / -2.5 eV

Q: Among the records above, which one has the highest total charge?
A: C20H27N5O3Ti

Q: The highest total charge belongs to which entry?
A: C20H27N5O3Ti